83
Properties=species:S:1:pos:R:3:forces:R:3 method="wB97M-V/def2-TZVPD" lumo_ev=0.4 e_homo_ev=-4.84 gap_ev=5.3
Pb 0.662 1.703 1.083 -0.81 -0.33 -1.74
O 0.241 1.162 -1.451 -0.07 -1.16 -0.94
N -0.519 -0.531 1.703 0.33 0.33 0.28
N -0.132 -0.009 -2.237 -0.36 -1.19 1.43
N 2.484 -0.056 1.545 0.43 -0.39 0.10
N 2.758 2.902 0.272 2.01 1.18 -1.04
N -2.025 2.200 0.975 -7.32 -1.70 0.15
C -5.840 3.550 1.920 0.84 -0.43 0.97
C -5.486 2.092 2.225 -0.12 0.42 -1.21
C -1.500 -0.022 -2.855 0.56 -0.22 -0.57
C 4.633 4.197 -1.077 -1.17 0.19 -1.19
C -2.286 -2.479 1.366 0.06 0.01 0.54
C 0.406 -2.392 -2.986 1.35 1.05 0.03
C 1.538 -0.342 -4.067 0.07 -0.15 -0.65
C 5.354 3.324 -2.116 0.32 -1.50 1.25
C 2.902 -0.936 2.149 0.34 0.03 1.28
C -2.573 0.648 -1.933 1.70 0.11 0.17
C -1.305 -1.344 1.577 -1.40 -2.27 -0.77
C -1.552 0.675 -4.259 0.28 -0.11 0.86
C 4.541 2.524 -3.149 0.70 0.78 -0.10
C -3.197 1.880 0.996 6.65 2.02 0.65
C -1.917 -1.499 -3.048 0.17 -0.09 -1.08
C -2.417 -3.402 2.642 0.44 1.13 -1.21
C -4.606 1.497 1.067 -0.60 -0.36 0.90
C 3.045 -2.269 4.449 -0.76 0.20 -0.41
C 2.131 -1.098 -1.756 -0.37 0.03 -0.04
C 3.587 3.464 -0.312 -0.23 -0.30 0.56
C -0.860 -2.426 -3.742 -1.55 0.46 1.30
C 3.360 -2.124 2.933 -0.79 0.34 -0.48
C 1.550 -2.019 4.845 1.50 0.67 -0.73
C -1.196 -4.303 2.771 0.19 0.06 0.92
C 0.971 -0.946 -2.755 -1.34 1.42 -0.02
B 0.704 2.197 3.591 -0.06 -0.03 0.82
H 1.159 -2.921 -3.570 0.33 -0.22 0.16
H 2.817 -1.882 -2.077 0.21 0.14 -0.64
H -0.686 -2.190 -4.791 -0.32 0.16 0.00
H 4.439 -2.241 2.830 -0.12 -0.07 -0.44
H -3.597 0.405 -2.216 0.07 -0.25 -0.04
H 6.172 3.882 -2.571 -0.27 0.22 -0.12
H 0.721 2.763 4.509 0.34 2.13 3.36
H -2.301 0.371 -0.914 -0.40 -0.47 0.07
H -3.245 -2.053 1.073 -0.04 0.25 0.29
H -0.805 1.468 -4.207 -0.33 0.35 -0.22
H 0.503 1.160 3.811 -0.52 -4.11 0.72
H -1.280 0.011 -5.079 -0.01 -0.09 0.05
H 1.320 -0.998 4.542 -0.30 0.08 0.03
H 1.388 -2.079 5.922 0.00 -0.30 -0.14
H 2.810 -2.866 2.355 0.38 -0.75 0.17
H 4.087 4.938 -1.660 -0.24 0.34 0.21
H -2.455 1.730 -1.886 0.04 0.09 -0.42
H 0.886 -0.314 -4.940 -0.53 -0.93 0.11
H 3.775 -1.635 4.954 -0.38 0.13 0.37
H -4.870 4.006 1.719 -0.18 0.65 0.11
H -5.009 1.761 0.089 -0.35 -0.22 0.03
H -2.313 -1.868 -2.102 0.57 -0.44 0.30
H 1.612 2.327 3.022 3.92 0.65 -1.83
H -3.333 -3.989 2.570 0.01 0.09 -0.04
H -6.408 1.521 2.334 0.06 -0.34 -0.38
H -2.565 1.039 -4.427 0.08 0.27 -0.21
H 3.310 -3.301 4.678 0.12 -0.03 0.05
H -1.177 -4.788 3.748 -0.26 -0.20 0.04
H 1.812 -1.510 -0.798 -0.42 0.58 0.23
H 2.664 -0.154 -1.645 -0.04 -0.09 0.28
H 5.267 1.971 -3.745 0.02 -0.04 -0.08
H 0.292 -2.896 -2.026 0.05 0.09 0.18
H -2.768 -1.616 -3.719 -0.44 0.69 -0.09
H -6.501 3.757 1.079 -0.07 -0.40 0.11
H -1.299 -3.419 -3.649 0.10 -0.26 -0.49
H -6.252 3.904 2.865 -0.12 0.71 -0.33
H 4.065 3.227 -3.833 -0.46 -0.24 0.00
H -2.032 -3.102 0.509 0.59 0.29 -0.09
H 0.914 -2.690 4.268 -0.08 -0.08 0.31
H -4.681 0.424 1.244 0.38 -0.21 -0.61
H -5.021 2.014 3.208 0.44 0.08 -0.22
H -1.126 -5.092 2.022 -0.15 0.20 -0.16
H 2.432 -0.887 -4.370 0.27 0.09 -0.10
H 5.839 2.589 -1.474 0.45 -0.29 -0.19
H -2.520 -2.669 3.442 0.05 -0.50 0.50
H -0.265 -3.736 2.786 -0.02 0.18 -0.41
H 5.338 4.753 -0.459 -0.17 -0.36 0.30
H 1.727 0.731 -4.080 0.50 0.08 1.10
H -0.152 2.555 3.041 -3.49 1.69 -2.04
H 3.858 1.776 -2.746 -0.21 0.41 0.18

94
Properties=species:S:1:pos:R:3:forces:R:3 method="wB97M-V/def2-TZVPD" charge=+1 lumo_ev=-4.0 e_homo_ev=-11.80 gap_ev=7.8
I -0.024 1.282 -4.463 0.12 -0.10 0.34
Br -4.921 -0.355 -1.074 0.03 -0.37 -0.03
Br -4.520 -4.956 -1.021 0.18 0.29 0.25
S -1.244 -5.149 0.938 2.60 -0.97 1.93
P 3.892 4.972 -1.436 3.50 -0.94 5.92
F -2.731 -5.460 1.259 0.17 0.36 -0.47
O -5.978 -0.150 3.858 1.01 -0.30 0.63
O -0.717 -4.418 2.036 -0.99 1.10 -0.06
O -4.420 0.059 5.486 -0.06 -0.07 -0.86
O 3.156 3.691 -1.632 -1.06 1.51 -2.61
O 3.677 5.232 0.161 -0.26 0.34 -0.52
O 4.174 6.582 -1.608 -1.96 -1.23 -2.00
O 5.473 4.543 -1.419 -0.78 0.29 -0.77
O 1.134 -0.393 1.604 0.45 -0.22 0.08
O -0.594 -6.375 0.699 -0.76 -0.37 -1.18
N -0.017 -5.698 -2.048 0.50 0.52 1.08
N -1.003 -1.886 -0.640 0.09 -0.01 -0.12
N -1.108 -4.166 -0.401 -1.59 -0.28 -0.25
N -3.066 -2.606 0.088 0.01 -1.45 0.09
C -4.030 -1.508 3.633 0.00 -0.18 -0.43
C 1.653 -0.264 2.922 -0.68 0.12 0.56
C -4.140 -3.093 -0.717 -0.07 1.04 -0.24
C -3.215 0.822 5.255 0.47 -0.08 0.48
C -6.174 -2.717 -2.130 0.75 0.83 -0.25
C 2.650 4.566 0.887 0.00 -0.18 0.22
C -0.427 1.093 -2.377 -0.97 0.28 0.40
C 4.070 7.209 -2.896 0.17 0.50 -0.40
C -1.437 -0.485 -0.641 0.38 1.19 -0.47
C -1.549 0.059 -2.091 0.69 0.16 -0.29
C -4.903 -0.461 4.313 -0.90 0.03 -0.24
C 1.305 -2.363 0.214 0.05 1.18 -0.11
C 6.013 3.713 -2.444 0.34 -0.21 -0.19
C 2.005 -1.076 0.709 -0.38 0.07 -0.18
C 3.205 3.353 1.607 0.16 -0.09 0.03
C 0.414 -2.050 -1.021 0.98 -0.15 0.33
C 6.538 4.538 -3.605 -0.16 0.10 -0.03
C -1.962 0.201 5.860 0.36 0.40 -0.07
C -1.143 -4.829 -1.731 -0.13 -0.79 -1.52
C 2.942 6.659 -3.742 0.01 -0.27 0.11
C -5.009 -2.242 -1.279 -0.60 -0.51 -0.22
C -1.757 -2.887 -0.336 0.31 0.52 0.26
C -3.279 -2.601 1.564 -0.37 0.97 0.49
C 1.288 -5.335 -1.501 0.70 -0.55 -0.57
C -3.987 -1.342 2.101 0.97 -0.38 0.35
H -2.038 -5.450 -1.806 0.01 0.14 0.16
H 2.408 2.807 2.118 -0.01 0.06 0.00
H 5.713 4.995 -4.158 0.02 -0.02 -0.03
H 3.706 2.676 0.914 -0.12 0.01 -0.10
H -2.297 -2.613 2.041 -0.07 -0.34 -0.05
H -4.973 -1.190 1.672 0.03 0.09 0.09
H 0.804 -0.303 3.612 0.03 0.07 -0.12
H -0.605 0.072 -0.196 -0.08 -0.32 0.33
H -6.715 -1.851 -2.508 -0.22 -0.16 0.21
H 0.536 -2.755 -1.840 -0.28 -0.20 0.21
H 3.948 3.659 2.345 -0.06 0.02 0.03
H -2.118 -0.209 6.858 -0.21 -0.05 -0.13
H -1.478 -0.541 5.219 -0.24 -0.14 0.11
H -4.430 -2.507 3.851 -0.25 0.24 0.25
H 0.652 -2.667 1.032 0.39 -0.52 0.01
H 7.185 5.340 -3.248 0.05 -0.06 0.03
H -5.729 -3.194 -3.008 -0.27 -0.29 0.10
H -3.066 0.987 4.182 -0.11 0.06 0.08
H 3.901 8.270 -2.712 0.04 -0.06 0.20
H 0.093 -5.792 -3.049 -0.42 -0.02 -0.05
H -3.011 -1.528 4.023 -0.11 0.18 0.09
H 1.820 4.294 0.235 0.08 -0.07 -0.08
H 3.127 5.614 -4.018 -0.01 0.06 -0.03
H 7.100 3.913 -4.300 -0.01 -0.01 0.01
H 5.276 2.986 -2.793 -0.08 0.04 0.12
H 1.796 -4.514 -2.033 -0.20 0.14 0.25
H -3.379 1.794 5.723 -0.17 -0.07 -0.11
H 5.028 7.128 -3.417 0.00 -0.10 0.05
H 2.838 7.233 -4.662 0.01 0.00 0.01
H 0.463 0.940 -1.768 0.24 -0.12 -0.51
H 2.214 -0.388 -0.121 0.11 -0.18 -0.01
H 2.263 5.279 1.617 0.10 0.09 -0.05
H 1.283 -5.166 -0.428 -0.23 0.10 -0.08
H -0.832 2.059 -2.070 0.31 0.07 -0.12
H 0.780 -1.098 -1.399 -0.47 0.01 -0.22
H -3.870 -3.459 1.892 0.28 -0.22 -0.28
H 2.090 -3.079 -0.015 -0.36 -0.30 -0.10
H 2.968 -1.319 1.166 -0.15 0.03 0.17
H -1.493 -0.744 -2.832 -0.10 -0.10 0.21
H 1.942 -6.201 -1.649 -0.09 0.05 0.06
H -2.487 0.583 -2.262 -0.13 -0.31 0.14
H 2.141 0.703 3.076 0.22 -0.18 -0.16
H 2.304 -1.095 3.206 0.12 0.12 -0.21
H -2.299 -0.272 -0.023 -0.19 -0.57 -0.17
H 1.998 6.694 -3.196 0.00 0.08 -0.03
H -6.821 -3.404 -1.591 -0.03 0.02 -0.08
H -3.309 -0.501 1.913 -0.48 0.22 -0.30
H 6.834 3.154 -1.993 -0.05 0.06 0.11
H -1.264 -4.061 -2.512 -0.07 0.40 0.53
H -1.228 1.008 5.974 -0.05 -0.09 -0.01